The following is a DFT calculation (ωB97M-V/def2-TZVPD) of a molecular structure, C20H18AgNO2P.

```
! wB97M-V def2-TZVPD RIJCOSX def2/J DEFGRID3
* xyz -1 1
Ag 2.12 -0.85 2.12
C 4.23 -2.96 0.79
O 4.10 -3.31 2.15
C 3.18 -2.51 2.89
O 3.13 -2.83 4.05
H 5.13 -3.44 0.41
H 4.31 -1.88 0.65
H 3.37 -3.31 0.20
N 1.26 0.89 1.47
P 0.11 0.68 0.48
C -0.30 -0.98 -0.24
C -1.59 -1.52 -0.32
C -1.79 -2.81 -0.80
C -0.71 -3.58 -1.22
C 0.57 -3.04 -1.18
C 0.77 -1.76 -0.69
C 0.29 1.63 -1.09
C -0.57 1.52 -2.18
C -0.33 2.25 -3.33
C 0.78 3.08 -3.40
C 1.64 3.19 -2.32
C 1.40 2.46 -1.17
C -1.53 1.23 1.10
C -2.07 0.54 2.19
C -3.20 1.01 2.84
C -3.80 2.19 2.42
C -3.27 2.90 1.35
C -2.14 2.42 0.70
H -2.44 -0.92 -0.02
H -2.79 -3.21 -0.84
H -0.87 -4.59 -1.57
H 1.42 -3.62 -1.52
H 1.77 -1.34 -0.65
H -1.43 0.86 -2.11
H -1.00 2.16 -4.18
H 0.97 3.64 -4.31
H 2.51 3.84 -2.38
H 2.05 2.51 -0.30
H -1.58 -0.36 2.52
H -3.60 0.46 3.68
H -4.67 2.57 2.94
H -3.73 3.82 1.03
H -1.72 2.97 -0.14
*
```

- Kohn-Sham gap: 7.05 eV
- E_HOMO: -4.2 eV

These are the Löwdin partial charges, in e, on atoms 1 to 5: atom 1 (Ag): 0.642, atom 2 (C): -0.182, atom 3 (O): -0.194, atom 4 (C): -0.564, atom 5 (O): -0.090

The following is a DFT calculation (ωB97M-V/def2-TZVPD) of a molecular structure, C17H21FeN2O4S.

```
! wB97M-V def2-TZVPD RIJCOSX def2/J DEFGRID3
* xyz 1 5
C 3.39 -3.51 -1.56
O 2.02 -3.72 -1.92
C 1.28 -2.63 -2.36
C 0.38 -2.02 -1.42
C 0.12 -0.58 -1.70
C -0.44 -0.57 -3.07
C 0.10 -1.43 -4.04
C 1.21 -2.25 -3.70
Fe -0.90 -2.72 -2.77
C -2.31 -2.47 -1.78
O -3.34 -2.58 -1.25
C -0.74 -4.43 -2.29
O -0.78 -5.57 -2.06
C -1.89 -3.34 -4.11
O -2.70 -3.92 -4.72
H 3.74 -4.47 -1.21
H 3.95 -3.18 -2.44
H 3.44 -2.76 -0.76
H 0.40 -2.38 -0.39
H -0.55 -0.13 -0.95
H 1.08 -0.02 -1.65
H -1.12 0.24 -3.39
H -0.23 -1.43 -5.08
H 1.87 -2.72 -4.43
C 2.07 3.22 2.92
C 1.91 3.29 1.42
N 0.86 2.39 0.92
C -0.22 2.36 1.63
N -0.33 2.76 2.94
C 0.75 3.51 3.59
C -1.56 2.75 3.71
C -2.43 1.57 3.34
C -2.91 1.69 1.92
S -1.59 1.80 0.70
H 2.41 2.21 3.21
H 2.80 3.95 3.28
H 1.72 4.35 1.16
H 2.83 2.97 0.92
H 0.77 3.22 4.65
H 0.53 4.59 3.54
H -1.29 2.72 4.77
H -2.12 3.68 3.54
H -1.87 0.64 3.48
H -3.29 1.57 4.01
H -3.47 0.80 1.63
H -3.53 2.59 1.78
*
```

- Relative energy (zero: lowest compared OMol25 entry of this formula, charge and spin): 0.4 kcal/mol
- Kohn-Sham gap (alpha / beta): 2.79 / 4.22 eV
- E_HOMO (alpha / beta): -6.4 / -10.7 eV

These are the Löwdin partial charges, in e, on atoms 1 to 5: atom 1 (C): -0.025, atom 2 (O): -0.109, atom 3 (C): -0.303, atom 4 (C): -0.111, atom 5 (C): -0.138

| no. | electronic energy (eV) | maximum force (eV/A) |
| --- | --- | --- |
| 1 | -39905.73017 | 0.89 |
| 2 | -74347.85697 | 6.68 |